(1)
{
  "formula": "C4H5N2O",
  "method": "the ωB97M-V functional and the def2-TZVPD basis",
  "lumo_energy_ev": -5.56,
  "charge": 1,
  "homo_lumo_gap_ha": 0.330,
  "largest_force_ev_per_a": 3.1,
  "relative_energy_kj_mol": 451.8,
  "elements": ["O", "N", "N", "C", "C", "C", "C", "H", "H", "H", "H", "H"],
  "positions_angstrom": [[0.8135, -1.5130, 0.0029], [-1.8958, 0.7522, 0.0118], [-0.5082, -1.1487, -0.0023], [0.6288, 0.8644, 0.0004], [1.4290, 1.9156, -0.0053], [1.6261, -0.3480, 0.0071], [-0.7444, 0.1321, -0.0016], [2.2515, -0.3611, 0.9070], [-1.9436, 1.7616, -0.0244], [-1.1496, -1.9354, -0.0307], [-2.7695, 0.2466, 0.0180], [2.2621, -0.3664, -0.8832]],
  "forces_ev_per_a": [[-0.25, -0.77, -0.01], [-0.46, -0.02, -0.05], [-0.17, 0.27, -0.02], [-0.69, -1.17, -0.02], [-1.64, -0.58, 0.00], [1.14, 0.44, 0.05], [2.37, 1.96, 0.04], [-0.23, -0.10, -0.20], [0.09, -0.17, 0.03], [0.07, 0.17, 0.02], [-0.03, 0.04, 0.00], [-0.20, -0.08, 0.16]]
}

=====

(2)
{
  "formula": "C4H5N2O2",
  "method": "the ωB97M-V functional and the def2-TZVPD basis",
  "lumo_energy_ev": 4.24,
  "charge": -1,
  "homo_lumo_gap_ha": 0.289,
  "largest_force_ev_per_a": 3.0,
  "relative_energy_kj_mol": 459.6,
  "elements": ["O", "O", "N", "N", "C", "C", "C", "C", "H", "H", "H", "H", "H"],
  "positions_angstrom": [[-3.4725, 0.4680, -0.3996], [-2.5046, -1.2594, 0.6977], [0.6998, 0.5265, 0.3764], [1.5337, 0.5406, -0.7783], [1.0036, -0.6172, 1.2471], [-0.5016, 0.3960, -0.4450], [-2.6554, -0.2813, 0.0648], [0.2613, 0.6440, -1.5347], [2.2067, 1.2942, -0.7960], [0.1146, -1.0354, 1.6448], [1.8612, -0.3840, 1.9370], [1.3378, -1.4559, 0.5347], [0.1155, 1.1638, -2.5491]],
  "forces_ev_per_a": [[1.15, -0.07, -0.06], [0.72, -1.20, 0.78], [-0.72, -0.93, 1.58], [-0.25, -0.25, -1.50], [1.94, -0.76, -2.11], [-1.12, 0.32, 0.29], [-0.50, 1.53, -0.84], [0.61, 1.21, -1.53], [-0.17, 0.66, 0.06], [-0.84, 0.20, 1.10], [-1.07, -0.30, -0.30], [-0.04, 0.87, 0.98], [0.28, -1.28, 1.55]]
}

=====

(3)
{
  "formula": "C4H5N2O3",
  "method": "the ωB97M-V functional and the def2-TZVPD basis",
  "lumo_energy_ev": 4.00,
  "charge": -1,
  "homo_lumo_gap_ha": 0.240,
  "largest_force_ev_per_a": 2.6,
  "relative_energy_kj_mol": 133.6,
  "elements": ["O", "O", "O", "N", "N", "C", "C", "C", "C", "H", "H", "H", "H", "H"],
  "positions_angstrom": [[0.3578, -2.0623, 2.1027], [1.7594, 0.6711, -1.1938], [2.6103, -1.2216, 0.2653], [1.1923, -0.9489, 0.3017], [-0.8461, -0.4905, 0.8160], [0.2516, -1.3170, 1.1434], [-1.4990, 1.3996, -0.6514], [-0.5034, 0.3759, -0.2734], [0.8425, 0.1942, -0.4738], [-1.4996, 2.3747, 0.0244], [-2.4694, 0.8766, -0.5629], [2.6639, -0.5842, -0.4832], [-1.7409, -0.9657, 0.5687], [-1.1195, 1.6980, -1.5839]],
  "forces_ev_per_a": [[-0.42, -1.03, 0.37], [0.52, 0.38, -0.28], [-2.56, -0.13, 0.63], [2.32, 0.34, -0.99], [-1.53, -0.81, -0.25], [-0.62, 0.13, 1.45], [0.68, 0.71, 2.41], [1.13, -0.02, 0.94], [-1.15, 0.06, -1.12], [-0.19, -1.78, -0.94], [0.03, 0.84, -0.72], [1.28, 0.62, -0.68], [1.10, 0.00, 0.95], [-0.62, 0.69, -1.78]]
}

=====

(4)
{
  "formula": "C4H5N2P",
  "method": "the ωB97M-V functional and the def2-TZVPD basis",
  "lumo_energy_ev": [-0.96, -1.01],
  "charge": 0,
  "homo_lumo_gap_ha": [0.236, 0.270],
  "largest_force_ev_per_a": 4.4,
  "relative_energy_kj_mol": 332.5,
  "elements": ["P", "N", "N", "C", "C", "C", "C", "H", "H", "H", "H", "H"],
  "positions_angstrom": [[3.1346, -0.6698, -0.4106], [-1.8424, 0.4689, -0.2272], [0.4566, -0.0335, 0.3724], [-0.1770, -1.1192, -0.2230], [-0.7532, 0.9608, 0.5202], [-1.4753, -0.7212, -0.5739], [1.7420, 0.2257, 0.0342], [-0.8754, 0.7983, 1.6651], [1.8194, 1.2842, -0.0720], [0.4344, -1.9753, -0.2958], [-2.0486, -1.2584, -1.2675], [-0.4151, 2.0394, 0.4782]],
  "forces_ev_per_a": [[-1.22, 0.46, 0.48], [0.61, 0.90, 0.37], [-2.67, -0.50, -1.11], [0.06, 1.24, 1.10], [2.55, 0.59, 3.48], [0.80, -1.00, -0.65], [1.37, 0.12, -0.44], [-0.60, 0.44, -1.56], [0.72, 1.00, 0.17], [-0.03, -1.07, -0.66], [-1.06, -1.01, -0.45], [-0.53, -1.17, -0.73]]
}

=====

(5)
{
  "formula": "C4H5N2P",
  "method": "the ωB97M-V functional and the def2-TZVPD basis",
  "lumo_energy_ev": -0.34,
  "charge": 0,
  "homo_lumo_gap_ha": 0.313,
  "largest_force_ev_per_a": 2.6,
  "relative_energy_kj_mol": 88.3,
  "elements": ["P", "N", "N", "C", "C", "C", "C", "H", "H", "H", "H", "H"],
  "positions_angstrom": [[-2.3932, -0.9132, 1.1392], [-0.0439, 0.0396, 0.0498], [1.8294, 0.7813, -0.8556], [0.1832, -0.6608, -1.0646], [1.3412, -0.1818, -1.6509], [0.9454, 0.9924, 0.0836], [-0.9738, -0.0109, 1.0673], [2.0145, -0.4734, -2.5284], [-0.7514, 0.7919, 1.7037], [-2.7711, -0.4529, 2.3976], [-0.3901, -1.4605, -1.3793], [1.0098, 1.5483, 1.0376]],
  "forces_ev_per_a": [[0.66, -0.40, -0.55], [0.25, 1.10, 0.14], [0.26, 2.41, 0.87], [1.30, -0.70, -1.96], [0.51, -1.10, -0.61], [1.03, -0.58, 1.41], [-1.35, -0.58, -0.91], [-1.75, 0.07, 1.29], [0.07, 0.66, 1.40], [-0.07, 0.36, 0.40], [-1.25, -1.32, -0.38], [0.35, 0.09, -1.10]]
}

=====

(6)
{
  "formula": "C4H5N2P",
  "method": "the ωB97M-V functional and the def2-TZVPD basis",
  "lumo_energy_ev": -0.59,
  "charge": 0,
  "homo_lumo_gap_ha": 0.291,
  "largest_force_ev_per_a": 3.3,
  "relative_energy_kj_mol": 198.5,
  "elements": ["P", "N", "N", "C", "C", "C", "C", "H", "H", "H", "H", "H"],
  "positions_angstrom": [[0.9053, -1.6415, -0.0764], [-1.2603, 0.2053, -0.4058], [3.3954, 0.9872, -0.0257], [-0.0940, 0.8954, 0.1590], [1.1144, -0.0255, 0.0470], [2.3389, 0.5400, 0.0455], [-1.3723, -1.1269, 0.0475], [-1.3626, 0.2584, -1.3610], [-0.3509, 0.8524, 1.2371], [-2.2653, -1.5607, -0.4092], [-1.1998, -1.1877, 1.1781], [0.1513, 1.8035, -0.4360]],
  "forces_ev_per_a": [[-1.78, -1.31, -0.47], [0.47, 0.19, 2.81], [0.39, 0.35, 0.09], [-1.31, -1.14, -0.92], [-2.58, -1.13, -0.09], [2.81, 1.01, -0.04], [2.75, 1.12, 1.40], [-0.07, 0.35, -2.50], [0.49, 1.47, -0.36], [0.72, -0.85, 0.31], [-1.23, 0.03, -1.50], [-0.64, -0.11, 1.27]]
}

=====

(7)
{
  "formula": "C4H5N2S",
  "method": "the ωB97M-V functional and the def2-TZVPD basis",
  "lumo_energy_ev": 3.81,
  "charge": -1,
  "homo_lumo_gap_ha": 0.201,
  "largest_force_ev_per_a": 3.2,
  "relative_energy_kj_mol": 37.8,
  "elements": ["S", "N", "N", "C", "C", "C", "C", "H", "H", "H", "H", "H"],
  "positions_angstrom": [[-1.1551, -2.0771, 1.9988], [-1.9337, 0.4621, -0.1943], [0.4679, 0.5455, -0.5195], [-0.2418, -1.0589, 0.9531], [1.5690, -0.0841, -0.0251], [-0.6322, -0.0081, 0.1283], [1.2110, -1.0430, 0.8237], [1.9193, -1.5371, 1.4273], [-2.6017, 0.1840, 0.4640], [-1.9206, 1.4717, -0.4225], [2.5958, 0.2709, -0.1854], [0.2774, 1.3117, -1.2381]],
  "forces_ev_per_a": [[-0.72, -0.26, 0.32], [1.83, 1.06, -1.81], [-2.37, 1.85, -1.07], [1.00, 1.17, -0.67], [2.62, 1.28, -1.24], [-0.39, -0.87, 0.20], [-1.57, -0.21, 0.60], [0.41, -0.85, 0.55], [-1.00, -0.31, 1.18], [-0.35, -0.98, 0.65], [-0.67, -0.07, -0.28], [1.21, -1.81, 1.57]]
}

=====

(8)
{
  "formula": "C4H5N2S",
  "method": "the ωB97M-V functional and the def2-TZVPD basis",
  "lumo_energy_ev": [-5.37, -5.37],
  "charge": 1,
  "homo_lumo_gap_ha": [0.258, 0.258],
  "largest_force_ev_per_a": 4.9,
  "relative_energy_kj_mol": 259.0,
  "elements": ["S", "N", "N", "C", "C", "C", "C", "H", "H", "H", "H", "H"],
  "positions_angstrom": [[-2.6970, 0.3715, -2.1753], [-0.3606, 1.2577, 0.8338], [-0.1303, -0.2227, -1.4689], [-1.2571, 1.9215, 0.4524], [-0.0198, -0.7632, -0.0005], [-1.2858, 0.1301, -1.7470], [0.5083, 0.3576, 0.7805], [1.4946, 0.6059, 1.1471], [0.6644, -1.4468, -0.1863], [0.6826, 0.0814, -1.8829], [-0.9804, -0.9962, 0.3232], [-2.0248, 2.5229, 0.8487]],
  "forces_ev_per_a": [[-1.54, 0.24, -0.39], [-1.63, 1.80, -0.02], [-2.00, -1.11, 2.20], [0.48, 1.34, -0.31], [0.65, 3.55, 0.00], [0.07, 0.44, -1.21], [1.61, -1.50, 0.74], [0.17, -0.51, -0.38], [2.66, -4.08, 0.07], [2.14, 0.90, -1.36], [-1.49, -1.12, 0.17], [-1.11, 0.04, 0.47]]
}

=====

(9)
{
  "formula": "C4H5N2S",
  "method": "the ωB97M-V functional and the def2-TZVPD basis",
  "lumo_energy_ev": [-7.28, -7.42],
  "charge": 1,
  "homo_lumo_gap_ha": [0.247, 0.242],
  "largest_force_ev_per_a": 3.1,
  "relative_energy_kj_mol": 173.1,
  "elements": ["S", "N", "N", "C", "C", "C", "C", "H", "H", "H", "H", "H"],
  "positions_angstrom": [[2.9242, 0.7233, 0.0065], [0.5769, -0.1052, -0.1434], [-1.7106, -0.3598, 0.1058], [1.2987, -1.2330, -0.0424], [-2.3288, 0.6708, 0.0468], [1.2424, 1.0015, -0.1152], [2.6305, -0.9738, 0.0453], [0.8154, 1.9841, -0.1714], [0.8123, -2.1890, -0.0460], [-2.0444, 1.7135, -0.0947], [3.4380, -1.6725, 0.1268], [-3.4226, 0.5706, 0.1602]],
  "forces_ev_per_a": [[-0.50, -0.37, -0.02], [-2.99, 0.55, 0.28], [2.42, -1.52, -0.14], [0.73, -0.45, 0.06], [-0.79, 1.98, -0.15], [0.78, 0.13, -0.02], [-0.13, 0.35, -0.04], [-0.12, 0.22, 0.00], [-0.04, -0.20, 0.01], [0.47, -0.03, -0.07], [0.17, -0.17, 0.01], [0.00, -0.51, 0.08]]
}

=====

(10)
{
  "formula": "C4H5N3",
  "method": "the ωB97M-V functional and the def2-TZVPD basis",
  "lumo_energy_ev": 0.59,
  "charge": 0,
  "homo_lumo_gap_ha": 0.366,
  "largest_force_ev_per_a": 2.1,
  "relative_energy_kj_mol": 300.7,
  "elements": ["N", "N", "N", "C", "C", "C", "C", "H", "H", "H", "H", "H"],
  "positions_angstrom": [[0.7657, -0.5743, 2.4786], [-1.5776, 2.7657, -0.2464], [-0.4468, -0.2384, -0.1631], [0.5125, 0.2016, 1.6503], [0.2125, 0.9143, 0.3542], [-0.7447, 2.0386, 0.1068], [0.2482, -1.2494, -0.8930], [1.1371, 1.1602, -0.2019], [-0.0455, -1.0856, -1.9249], [-0.0346, -2.2536, -0.5654], [1.3384, -1.1599, -0.7972], [-1.2854, -0.4539, 0.3377]],
  "forces_ev_per_a": [[-0.30, 1.11, -0.88], [1.35, -0.90, 0.62], [-0.98, 0.15, -1.59], [0.91, 1.23, 1.42], [-0.03, -1.01, 0.38], [-0.72, 0.67, 0.54], [-0.01, -0.15, -0.43], [-0.36, -0.31, 0.40], [0.41, -0.64, -0.50], [0.03, 0.15, -0.05], [-0.23, 0.03, 0.08], [-0.08, -0.34, 0.01]]
}

=====

(11)
{
  "formula": "C4H5N3",
  "method": "the ωB97M-V functional and the def2-TZVPD basis",
  "lumo_energy_ev": 0.63,
  "charge": 0,
  "homo_lumo_gap_ha": 0.372,
  "largest_force_ev_per_a": 13.4,
  "relative_energy_kj_mol": 514.4,
  "elements": ["N", "N", "N", "C", "C", "C", "C", "H", "H", "H", "H", "H"],
  "positions_angstrom": [[2.3178, -0.1375, -0.0661], [0.1463, -1.2601, 0.0458], [-1.1158, 1.2198, 0.0080], [0.2331, 1.1666, 0.0700], [0.8210, -0.0610, -0.0732], [-1.7361, 0.0980, 0.0205], [-1.0381, -1.1410, -0.0238], [-1.7153, -1.9759, 0.0247], [-3.1019, 0.1185, -0.1684], [2.7407, -0.0056, 0.6702], [2.5159, 0.6824, -0.3486], [0.4435, 2.0488, -0.0530]],
  "forces_ev_per_a": [[-8.51, -6.96, -7.72], [9.16, 1.10, -0.73], [-1.47, -0.03, 0.71], [-4.09, -9.02, -0.54], [3.60, -0.86, 2.72], [-4.55, -0.06, -1.70], [-9.92, 0.63, 0.66], [0.07, -0.83, -0.10], [4.55, -0.16, 0.86], [4.59, -0.23, 11.05], [1.96, 7.53, -4.40], [4.62, 8.91, -0.82]]
}

=====

(12)
{
  "formula": "C4H5N3",
  "method": "the ωB97M-V functional and the def2-TZVPD basis",
  "lumo_energy_ev": -1.44,
  "charge": 0,
  "homo_lumo_gap_ha": 0.297,
  "largest_force_ev_per_a": 6.5,
  "relative_energy_kj_mol": 435.4,
  "elements": ["N", "N", "N", "C", "C", "C", "C", "H", "H", "H", "H", "H"],
  "positions_angstrom": [[0.0155, 0.7463, -1.4847], [0.6955, -1.3273, -0.1803], [-0.5402, 0.2165, 0.9117], [0.7627, -2.2631, 0.7715], [-0.3640, 1.8296, -0.7622], [0.0192, -0.2616, -0.3173], [-0.7567, 1.5192, 0.5943], [-1.1601, 2.4246, 1.2045], [-0.2025, 2.8816, -1.0844], [1.1399, -3.1593, 0.2069], [1.4004, -2.2085, 1.8139], [-0.3404, -2.3306, 1.4142]],
  "forces_ev_per_a": [[-0.32, 1.14, 4.45], [0.25, 3.61, -4.72], [-1.50, 4.97, -1.68], [-1.60, -3.03, 5.54], [1.57, -2.05, -2.43], [0.58, -0.50, 1.16], [-0.10, -1.24, 1.97], [0.72, -2.31, -0.38], [-0.62, -1.01, -0.33], [-0.83, 0.13, 1.38], [-0.80, 0.74, -2.89], [2.66, -0.45, -2.05]]
}